31
Properties=species:S:1:pos:R:3:forces:R:3:nbo_charge:R:1 method="wB97M-V/def2-TZVPD" e_homo_ev="-8.04 / -8.08" multiplicity=6 homo_lumo_gap_ev="8.24 / 7.66" s2=8.76
Mn -1.1322 1.0223 1.4805 -0.043 -0.020 -0.008 1.62
O 1.7031 5.1254 -1.9378 0.010 -0.003 0.004 -0.67
C 2.4829 4.7400 -0.8993 0.019 0.019 -0.001 0.78
O 3.5449 5.2606 -0.7089 -0.006 -0.010 0.001 -0.55
C 1.9448 3.6594 -0.0561 -0.061 0.033 -0.025 -0.32
C 2.7111 2.8170 0.7228 0.032 -0.036 -0.025 0.08
N 1.8930 1.9378 1.2927 0.006 0.031 0.021 -0.32
N 0.5967 2.1653 0.9521 0.080 -0.064 0.092 -0.49
C 0.6070 3.2237 0.1238 0.010 0.031 -0.025 0.21
C -1.8854 3.1605 -0.2097 0.070 -0.071 0.052 0.68
O -2.6835 4.0672 -0.8484 -0.008 -0.010 0.008 -0.58
O -2.3567 2.1373 0.3734 -0.027 0.129 -0.070 -0.82
H 0.9962 4.4859 -2.1069 -0.004 0.002 0.002 0.49
H 3.7777 2.7992 0.8707 0.000 0.003 0.007 0.25
H 2.1168 1.1591 1.8910 -0.005 -0.006 -0.012 0.43
C -0.0856 -2.3671 3.8452 0.008 0.004 -0.018 -0.64
C -0.4933 -1.5763 2.6068 0.007 0.027 0.010 0.09
O -0.6442 -0.2379 2.8628 0.003 -0.012 -0.029 -0.93
C 0.6014 -1.7230 1.5236 -0.040 -0.001 -0.022 0.95
F 0.2894 -0.9761 0.4242 0.070 -0.076 0.056 -0.35
F 0.8271 -2.9664 1.1086 -0.004 0.048 0.001 -0.30
F 1.7700 -1.2317 1.9813 -0.020 0.012 -0.022 -0.33
C -1.8369 -2.1243 2.0700 -0.018 0.031 -0.022 0.95
F -2.2859 -1.3542 1.0365 0.004 -0.024 0.036 -0.35
F -2.7738 -2.0683 3.0177 0.009 0.001 -0.016 -0.31
F -1.7766 -3.3806 1.6231 0.003 0.007 0.001 -0.31
H 0.8443 -1.9541 4.2295 0.004 -0.006 0.001 0.23
H 0.0486 -3.4261 3.6266 -0.003 0.000 0.002 0.23
H -0.8568 -2.2476 4.6020 0.000 0.008 -0.002 0.24
S -1.3479 5.0764 -1.2385 0.012 0.011 -0.003 0.55
C -0.6291 3.6932 -0.3850 -0.109 -0.059 0.007 -0.52

20
Properties=species:S:1:pos:R:3:forces:R:3:nbo_charge:R:1 method="wB97M-V/def2-TZVPD" e_homo_ev=-9.05 smiles="O=C1OCC(c2ccccc2)=C1Br" homo_lumo_gap_ev=8.61
C -0.0706 0.3446 -3.1340 0.076 0.678 -0.628 -0.20
C -0.3238 1.4079 -2.2880 -0.368 1.310 -1.317 -0.18
C 0.4085 -0.7990 -2.5343 -0.452 0.706 0.146 -0.20
C -0.1751 1.3205 -0.9375 1.045 -3.119 -0.826 -0.18
C 0.5965 -0.9531 -1.1834 -0.731 1.468 0.684 -0.19
C 0.2509 0.1116 -0.3354 -0.603 0.786 0.329 -0.07
C 0.0720 -0.0220 1.1288 -2.131 0.572 2.681 0.02
C -0.9065 0.4310 2.0427 2.804 -0.914 -1.824 -0.23
C -0.6740 -0.2470 3.3663 0.596 0.712 -0.128 0.72
C 0.8317 -1.0196 1.9424 1.746 -1.802 -0.750 -0.11
O -1.1499 0.0964 4.3970 -0.384 -0.483 0.600 -0.54
O 0.3183 -1.2129 3.2471 -2.040 1.345 -0.594 -0.47
Br -2.0942 1.8697 2.0005 0.002 -0.385 -0.261 0.14
H -0.2011 0.5099 -4.2337 0.099 -0.649 1.168 0.23
H -0.6615 2.3667 -2.7192 0.228 -0.555 0.280 0.21
H 0.4953 -1.6791 -3.0473 0.597 -1.918 -1.801 0.21
H -0.2891 2.1654 -0.4020 -0.695 2.485 2.074 0.22
H 0.8886 -1.9215 -0.8683 0.234 -0.607 0.660 0.22
H 0.7963 -1.9602 1.3603 0.195 0.028 0.583 0.19
H 1.8876 -0.8095 2.1981 -0.219 0.343 -1.077 0.22

22
Properties=species:S:1:pos:R:3:forces:R:3:nbo_charge:R:1 method="wB97M-V/def2-TZVPD" e_homo_ev=-9.12 smiles="C=C(CC(Cl)(Cl)Cl)c1cc(Cl)cc(Cl)c1" homo_lumo_gap_ev=9.00
Cl -0.7162 -1.2281 -3.3906 0.499 0.540 0.672 0.02
Cl 3.2913 -2.5127 -0.1180 0.344 -0.112 0.488 0.05
Cl 2.1146 1.6157 4.1044 -0.667 0.071 0.629 0.00
Cl -0.0983 -0.2706 4.0472 0.138 0.323 -0.210 0.05
Cl -0.7534 2.5071 4.6826 1.147 -0.910 -0.899 -0.03
C -1.9941 1.2297 1.3125 5.129 -1.761 -0.899 -0.36
C -0.5625 0.9431 1.3994 -5.824 0.191 -2.270 0.00
C 1.3498 -1.4973 -1.6193 0.671 -2.215 -1.415 -0.26
C -0.4862 -0.1623 -0.7940 -0.451 0.237 -4.335 -0.20
C 1.2288 -0.8054 0.7457 1.550 -1.676 -2.670 -0.22
C 0.1300 -0.9055 -1.8879 -0.527 0.512 2.728 -0.01
C 1.8802 -1.5825 -0.3189 -2.604 2.735 0.522 -0.03
C 0.0786 -0.0513 0.4501 -0.032 0.102 1.008 -0.09
C 0.3694 1.3928 3.6618 0.600 0.768 0.892 -0.02
C 0.3288 1.7984 2.1791 -0.404 1.697 0.475 -0.55
H -2.6144 0.6427 0.5497 0.693 1.067 1.697 0.22
H -2.2972 2.0951 1.8950 -0.558 -0.310 -0.224 0.21
H 1.8433 -2.1220 -2.4458 -0.694 1.104 1.335 0.24
H -1.3001 0.5166 -1.1855 0.713 -0.964 1.091 0.23
H 1.7696 -0.8497 1.6610 -0.162 0.298 0.915 0.23
H 1.3204 1.7124 1.7134 -0.190 0.227 0.579 0.26
H 0.0002 2.9128 2.1685 0.627 -1.924 -0.108 0.27

28
Properties=species:S:1:pos:R:3:forces:R:3:nbo_charge:R:1 method="wB97M-V/def2-TZVPD" e_homo_ev="-10.55 / -11.17" multiplicity=2 total_charge=+1 homo_lumo_gap_ev="4.70 / 5.61" s2=1.01
Ir -0.5279 -0.2686 0.0422 1.357 -0.924 -0.144 0.59
N -2.7356 2.6251 1.9100 -0.770 0.844 0.741 -0.75
C -1.8091 1.9536 1.2337 -1.945 3.983 -1.381 0.19
S -1.4108 0.5454 1.9284 1.475 -3.529 1.592 0.09
N -1.4293 2.5279 0.1035 0.550 -0.968 -0.357 -0.37
N -0.6290 1.6470 -0.5641 -0.072 0.101 0.087 -0.24
C 0.0527 1.9797 -1.6009 0.266 -0.381 -0.325 0.04
C 0.9518 0.9421 -2.1408 -0.273 0.407 0.344 0.16
C 1.8375 1.1829 -3.1706 0.188 -0.142 -0.157 -0.20
C 2.7531 0.1927 -3.5157 -0.130 0.231 0.004 -0.12
C 2.7639 -0.9938 -2.8076 -0.111 -0.172 0.146 -0.23
C 1.8348 -1.1817 -1.7938 0.090 -0.171 -0.337 0.08
N 0.9372 -0.2512 -1.4853 0.108 0.602 0.245 -0.50
H -3.3011 3.3207 1.4548 0.269 0.277 0.069 0.42
H -2.9208 2.3962 2.8715 -0.237 -0.038 -0.104 0.41
H -0.0062 2.9811 -2.0091 0.048 -0.001 0.018 0.24
H 1.8231 2.1373 -3.6778 0.004 -0.005 -0.011 0.25
H 3.4564 0.3588 -4.3200 0.003 0.007 0.001 0.25
H 3.4686 -1.7806 -3.0337 0.011 0.010 0.009 0.25
H 1.7827 -2.1043 -1.2310 0.024 0.011 -0.022 0.23
S -4.8214 -5.9833 -0.0211 0.058 -0.001 0.026 0.16
C -3.8077 -4.7330 -0.0371 -0.204 0.037 -0.099 -0.60
S -2.3027 -4.6906 0.8549 0.086 0.049 0.062 0.53
C -1.7927 -3.1176 0.3477 0.810 -0.320 0.418 -0.39
C -2.6520 -2.4482 -0.5140 -0.451 0.912 -0.745 -0.45
S -2.2822 -0.9201 -1.1659 -0.663 -0.923 0.039 0.26
S -4.1094 -3.2681 -0.9543 -0.051 -0.095 0.112 0.52
S -0.3051 -2.4667 0.8248 -0.441 0.198 -0.229 0.17

25
Properties=species:S:1:pos:R:3:forces:R:3:nbo_charge:R:1 method="wB97M-V/def2-TZVPD" e_homo_ev="-16.39 / -16.39" multiplicity=2 total_charge=+2 homo_lumo_gap_ev="6.24 / 5.97" s2=0.76
O 0.4356 3.5236 0.3408 0.013 -3.172 0.602 -0.46
C 0.8147 2.5289 1.0183 0.417 4.111 0.558 0.28
Ti -0.2948 1.5855 -0.4691 3.578 -1.059 2.065 0.88
O -2.0413 2.0995 -3.0736 3.347 -0.371 4.797 -0.25
C -1.3809 2.0238 -2.1138 -4.973 1.499 -6.979 0.49
C 1.7568 2.7544 2.3722 0.175 -5.464 0.842 0.30
O 2.0302 1.6831 2.9197 -1.050 1.962 -1.659 -0.41
C -1.6184 1.4326 1.0966 -6.420 0.206 5.127 0.53
O -2.4320 1.3940 1.9362 4.353 0.174 -4.105 -0.28
C 1.8131 1.2361 -1.0152 5.942 -3.541 -1.835 0.55
O 2.8077 0.6528 -1.2148 -5.064 3.393 1.206 -0.31
H 2.2121 3.5587 2.9156 -0.373 2.003 -0.824 0.25
N -0.3969 -1.1071 1.8051 -0.537 -0.289 -0.267 -0.74
C -0.4088 -1.4649 0.4965 0.295 0.086 0.257 0.43
C -0.5138 -2.8187 0.1399 0.000 -0.135 -0.274 -0.24
C -0.3465 -3.1950 -1.1765 -0.217 0.024 0.931 -0.06
C -0.0805 -2.2112 -2.1318 0.305 1.340 -0.977 -0.23
C -0.0264 -0.8826 -1.7629 -0.431 -1.621 -0.282 0.01
N -0.2356 -0.5281 -0.4665 0.012 1.678 0.675 -0.59
H -0.5133 -0.1489 2.1172 0.434 -0.647 0.014 0.39
H -0.6938 -1.8340 2.4524 0.186 0.436 0.011 0.44
H -0.7133 -3.5111 0.9478 0.060 -0.234 -0.228 0.26
H -0.4203 -4.2392 -1.4667 0.038 0.156 0.050 0.27
H 0.0839 -2.4526 -3.1746 -0.022 -0.125 0.099 0.27
H 0.1626 -0.0797 -2.4927 -0.069 -0.408 0.197 0.22

21
Properties=species:S:1:pos:R:3:forces:R:3:nbo_charge:R:1 method="wB97M-V/def2-TZVPD" e_homo_ev=-8.63 smiles="O=C(Oc1ccco1)c1cccnc1" homo_lumo_gap_ev=8.52
C -0.4262 0.0929 -0.5211 1.743 0.660 -3.283 0.78
C 1.7714 0.7507 -0.8951 0.594 -0.357 2.452 0.53
C 2.1837 0.4928 -2.1658 -2.462 0.884 -1.287 -0.33
C 3.5566 0.3345 -2.1063 2.417 -0.443 0.229 -0.32
C 3.9324 0.5340 -0.8325 0.390 -0.857 0.552 0.09
C -1.4939 -0.1664 0.3758 -0.247 -0.126 1.711 -0.25
C -1.4839 0.3549 1.6685 -0.576 0.310 0.183 -0.12
C -2.4880 -0.0310 2.5582 0.141 0.792 0.268 -0.26
C -3.5057 -0.8593 2.0663 -0.296 0.100 1.637 0.07
C -2.4931 -1.0505 0.0115 -0.080 -1.233 -1.719 0.11
H 1.6815 0.5793 -3.1532 -0.199 -0.392 1.420 0.26
H 4.2657 -0.0502 -2.8554 -0.679 0.674 0.192 0.23
H 4.9402 0.3957 -0.4738 -0.292 0.261 0.725 0.20
H -0.7294 1.1111 1.9005 -0.199 -0.460 0.245 0.24
H -2.5078 0.4028 3.5789 -0.048 -0.576 -0.767 0.23
H -4.3401 -1.2317 2.7620 1.189 0.759 -1.246 0.20
H -2.4452 -1.6718 -0.9923 -0.179 1.715 2.072 0.23
N -3.4985 -1.2963 0.8280 -0.740 -1.372 -0.453 -0.43
O -0.4106 -0.2600 -1.6765 -0.604 -0.464 0.308 -0.56
O 0.6346 0.8556 -0.0927 0.199 -0.229 -0.497 -0.49
O 2.8565 0.7128 0.0150 -0.073 0.355 -2.740 -0.41

45
Properties=species:S:1:pos:R:3:forces:R:3:nbo_charge:R:1 method="wB97M-V/def2-TZVPD" e_homo_ev="-11.64 / -11.64" multiplicity=2 homo_lumo_gap_ev="10.63 / 6.85" s2=0.75
Na 1.3519 0.5519 -0.8715 -0.624 0.030 -0.442 0.96
As -0.4642 1.3562 -4.5146 0.400 -0.122 -0.950 2.79
F -0.2135 3.1747 -4.4368 -0.370 -2.801 0.092 -0.60
F -2.2207 1.4613 -4.3238 1.837 0.138 0.181 -0.60
F -0.5490 -0.4496 -4.5013 -0.155 1.639 0.239 -0.63
F 1.3405 1.0830 -4.7077 -1.613 0.641 0.596 -0.64
F -0.2488 1.2605 -2.6600 0.200 0.132 -1.168 -0.69
F -0.6674 1.3915 -6.2834 0.393 0.075 1.862 -0.60
Br 3.4791 -0.1562 -2.6709 -0.117 0.058 -0.175 0.01
C -4.0997 -2.1193 -1.3295 0.321 -0.263 -1.215 -0.14
C -5.2920 -1.8824 -2.3318 2.264 0.010 0.887 0.62
C -4.9004 -1.1393 -3.6352 -1.556 0.594 -0.832 0.52
F -4.3623 0.0932 -3.3614 0.670 -1.336 0.247 -0.32
F -4.1610 -1.9092 -4.4768 0.279 0.592 0.940 -0.31
F -6.0413 -2.9764 -2.6041 0.773 -0.006 -0.197 -0.31
F -6.0659 -1.0840 -1.6097 -1.297 1.388 0.323 -0.32
O -3.2759 -3.1647 -1.8351 0.756 1.024 1.266 -0.50
C -2.1481 -3.4358 -1.0013 -2.938 -1.354 -3.374 0.84
C -0.8817 -2.5308 -1.2728 1.719 0.268 -1.079 0.48
F -0.8217 -1.2336 -0.8567 -2.054 0.868 0.481 -0.35
F 0.2300 -2.9752 -0.6758 0.584 -2.001 0.984 -0.33
F -2.5620 -3.5230 0.2431 0.813 0.230 1.064 -0.30
F -1.9895 -4.7081 -1.5108 2.247 0.582 1.267 -0.31
H -4.5019 -2.3014 -0.3329 -0.197 -0.362 -0.162 0.21
H -3.4017 -1.2853 -1.2557 -0.856 0.903 -0.178 0.20
H -5.8058 -0.8596 -4.1738 -0.323 -0.466 -0.019 0.14
H -0.5861 -2.4579 -2.3194 -1.129 -0.519 -0.459 0.19
C 4.0594 2.3778 3.4512 0.505 0.820 0.086 -0.18
C 4.0728 3.2007 4.8593 -1.904 -1.748 -1.491 0.63
C 2.6114 3.6274 5.2866 1.881 1.340 1.846 0.52
F 2.0290 4.4287 4.3912 0.163 0.117 -0.848 -0.32
F 1.8139 2.6291 5.5546 -1.005 -2.277 -0.389 -0.31
F 4.6873 2.5538 5.9279 -0.885 0.608 -1.571 -0.32
F 4.7649 4.3058 4.5743 0.342 0.268 0.243 -0.31
O 3.0379 1.3730 3.1650 1.002 0.437 0.241 -0.52
C 3.4947 0.0711 3.0713 -0.742 1.490 -0.133 0.84
C 2.2814 -0.7674 2.6776 0.154 -0.660 2.901 0.51
F 1.7324 -0.2910 1.5833 -0.770 0.257 -1.870 -0.34
F 2.4733 -2.1082 2.6049 0.563 0.626 -0.690 -0.31
F 4.5237 0.0116 2.2311 0.644 -0.537 -0.353 -0.32
F 3.8472 -0.3053 4.2823 1.113 -1.017 1.012 -0.31
H 5.1049 2.1506 3.2425 0.049 -1.356 0.593 0.23
H 3.9871 3.0503 2.5965 -0.848 0.858 0.633 0.23
H 2.6744 4.1413 6.2458 0.473 0.667 -0.058 0.13
H 1.6632 -0.6294 3.5647 -0.761 0.164 -0.329 0.15

22
Properties=species:S:1:pos:R:3:forces:R:3:nbo_charge:R:1 method="wB97M-V/def2-TZVPD" e_homo_ev=-12.42 smiles="O=C1c2cccc[n+]2C[C@]1(Br)/C=C/Br" total_charge=+1 homo_lumo_gap_ev=7.18
C 2.4480 -0.0078 -1.5362 -0.187 0.014 0.202 -0.09
C 2.7379 0.0882 -0.1781 -0.169 -0.010 -0.085 -0.20
C 1.1211 -0.0437 -1.9492 -0.171 0.004 0.302 -0.16
C 1.7074 0.1246 0.7447 0.617 0.007 0.036 0.10
C 0.1364 0.0094 -0.9819 0.633 -0.136 -0.664 0.14
C -3.3034 -0.1446 0.4478 -0.381 -0.093 0.221 -0.33
C -1.3457 0.0165 -1.1670 -0.188 0.159 0.219 0.51
C -1.9127 0.3475 0.2092 -0.094 1.191 -0.434 -0.08
C -0.7183 0.0676 1.1880 -2.124 -0.037 0.403 -0.25
C -4.3618 -0.0072 -0.3813 1.298 -0.122 0.631 -0.18
N 0.4457 0.0714 0.3256 0.270 0.032 -0.770 -0.23
O -1.9409 -0.1747 -2.1819 0.284 -0.105 0.023 -0.43
Br -1.9016 2.4315 -0.0375 0.064 -0.956 0.198 0.01
Br -6.0248 -0.7494 0.0213 0.127 0.093 -0.015 0.15
H 3.2467 -0.0480 -2.2610 0.059 0.014 -0.046 0.26
H 3.7598 0.1339 0.1639 0.024 -0.002 0.085 0.26
H 0.8358 -0.1031 -2.9885 -0.051 -0.002 -0.049 0.27
H 1.8875 0.1927 1.8080 -0.114 -0.010 0.041 0.25
H -3.4515 -0.6541 1.3939 -0.044 -0.027 -0.009 0.24
H -0.6387 0.8236 1.9713 0.063 -0.100 -0.180 0.26
H -0.8410 -0.9180 1.6525 0.107 0.079 -0.123 0.25
H -4.3155 0.5200 -1.3234 -0.024 0.008 0.014 0.24

The records above yield max |F| values of 0.1; 3.5; 6.3; 4.6; 8.7; 3.8; 4.7; 2.2 eV/Å, respectively.